No. 1
14
Properties=species:S:1:pos:R:3 method="wB97M-V/def2-TZVPD" gap_ev=8.13 total_charge=0 smiles=Nc1c[nH]c(N)c1 e_lumo_ev=1.04 homo_ev=-7.08
N -0.20040 -1.61613 1.94546
C -0.18814 -0.72652 0.85751
C -1.06762 -0.81453 -0.21323
N -0.90360 0.34088 -0.94876
C 0.27144 0.89497 -0.60755
N 0.95470 1.46590 -1.70366
C 0.66664 0.39625 0.62985
H -1.12226 -2.03167 2.00176
H 0.00493 -1.16417 2.82844
H -1.34583 -1.65745 -0.83397
H -1.32219 0.52221 -1.84395
H 1.02476 2.46295 -1.64953
H 1.87454 1.04102 -1.78054
H 1.35304 0.88628 1.31817

No. 2
13
Properties=species:S:1:pos:R:3 method="wB97M-V/def2-TZVPD" gap_ev=10.05 total_charge=0 smiles="C=CCN(N)Cl" e_lumo_ev=0.87 homo_ev=-9.17
C -1.52894 1.13979 -0.92043
C -0.45237 0.40202 -0.89914
C -0.32362 -0.85013 -0.19263
N 0.49400 -0.51052 1.32623
N 1.39396 0.39552 1.05555
Cl 1.29772 -2.20876 1.53975
H -1.50987 2.04094 -1.43088
H -2.33578 0.71987 -0.37351
H 0.44370 0.70934 -1.34755
H 0.06633 -1.77173 -0.78418
H -1.28094 -1.17165 0.02556
H 1.86017 0.69523 1.81726
H 1.87564 0.41008 0.18395

No. 3
30
Properties=species:S:1:pos:R:3 method="wB97M-V/def2-TZVPD" gap_ev="5.21 / 5.20" total_charge=0 e_lumo_ev="-1.40 / -1.40" homo_ev="-6.60 / -6.60"
C -0.63690 -1.81245 0.92306
C 1.68633 -1.88341 1.96190
C 2.65160 1.46414 -0.68369
C 0.31429 1.32584 -1.47748
C 0.86021 -1.43493 0.77974
C 1.42205 0.56634 -0.79233
N 0.93624 0.04538 0.57415
N -3.93770 1.01696 -0.36121
Si -3.77354 -0.02030 -1.65324
Si 0.12529 1.09218 1.66917
Cl -2.57278 1.88667 0.21907
H -0.89464 -2.83386 0.86164
H -0.98615 -1.41278 1.86476
H -1.11859 -1.27191 0.10389
H 2.57803 -1.25941 2.20882
H 1.84944 -2.86139 1.67274
H 1.14212 -1.78388 2.87287
H 3.55361 0.82273 -0.38650
H 2.87876 1.80556 -1.66464
H 2.55573 2.31788 -0.07501
H -0.53077 0.90621 -1.71011
H 0.56265 1.55435 -2.50126
H -0.02754 2.22504 -1.03035
H 1.30903 -1.86450 -0.11560
H 1.68273 -0.39568 -1.34464
H -5.19948 -0.56905 -1.75437
H -3.02886 -1.17436 -1.29698
H -3.15065 0.53206 -2.88154
H -0.68350 0.66661 2.76895
H 0.43301 2.34994 1.24820

No. 4
21
Properties=species:S:1:pos:R:3 method="wB97M-V/def2-TZVPD" gap_ev=5.13 total_charge=-1 e_lumo_ev=4.10 homo_ev=-1.03
C 1.35563 -0.21988 -2.44648
O 2.14811 -0.29688 -1.27607
C -0.13802 -0.19852 -2.17303
C -0.58711 1.01656 -1.33874
C -0.03928 1.00750 0.09668
C -0.65890 -1.05287 3.33474
C -0.35253 0.14220 2.43143
C -0.52000 0.11201 1.06230
H 1.54825 -1.13824 -3.01654
H 1.66544 0.65218 -3.03683
H -0.44598 -1.05187 -1.56756
H -0.72809 -0.22495 -3.09578
H -1.68983 1.10724 -1.28222
H -0.32228 1.94855 -1.83012
H 1.54657 -0.01530 -0.53002
H 0.48108 1.91021 0.39883
H -0.09743 -1.92872 3.03456
H -1.73074 -1.30125 3.30859
H -0.53151 -0.69067 4.35596
H 0.10575 1.02210 2.87489
H -1.00913 -0.79940 0.69540

No. 5
59
Properties=species:S:1:pos:R:3 method="wB97M-V/def2-TZVPD" gap_ev=9.54 total_charge=0 smiles="CCCc1cc(C(=O)N2CCC[C@](Cc3ccccc3C)(C(=O)OCC)C2)no1" e_lumo_ev=0.78 homo_ev=-8.76
C -5.65962 -2.31560 2.68832
C -5.87041 -1.83334 1.25927
C -5.50894 -0.34944 1.08855
C -4.05466 -0.12204 1.28570
C -3.31459 0.24828 2.37315
C -1.97849 0.24663 1.89779
C -0.80047 0.51573 2.76290
O -0.85957 0.20079 3.94221
N 0.27749 1.12686 2.23146
C 1.40391 1.42333 3.09264
C 2.65021 0.71325 2.57522
C 2.92109 1.12882 1.13232
C 1.69740 0.85545 0.24013
C 1.44726 -0.66675 0.06858
C 1.24593 -1.09185 -1.36409
C 0.02302 -0.83301 -1.97190
C -0.21980 -1.20811 -3.28008
C 0.76174 -1.86945 -3.99597
C 1.97726 -2.14040 -3.39512
C 2.24221 -1.75341 -2.08680
C 3.58894 -2.04986 -1.49343
C 1.93545 1.51319 -1.11888
O 1.15853 2.25954 -1.65437
O 3.13999 1.22113 -1.61035
C 3.50461 1.85241 -2.84039
C 2.91708 1.14437 -4.05043
C 0.46843 1.54594 0.86745
N -1.95176 -0.10898 0.63562
O -3.22706 -0.33763 0.25117
H -4.61839 -2.20918 2.98307
H -6.27207 -1.74062 3.37950
H -5.93477 -3.36362 2.77674
H -6.91735 -1.96588 0.98052
H -5.26229 -2.42783 0.57481
H -6.06237 0.24881 1.81342
H -5.77778 -0.02879 0.08037
H -3.64161 0.49044 3.36102
H 1.14969 1.09063 4.10034
H 1.56656 2.50782 3.10096
H 2.49610 -0.36470 2.63643
H 3.50390 0.97074 3.20346
H 3.78986 0.60033 0.73876
H 3.14447 2.19937 1.10649
H 0.54700 -0.92534 0.62951
H 2.28363 -1.21549 0.49691
H -0.74991 -0.34274 -1.40209
H -1.17492 -0.99182 -3.73501
H 0.58345 -2.17591 -5.01645
H 2.74122 -2.66364 -3.95462
H 4.22803 -2.53339 -2.22872
H 3.50101 -2.71491 -0.63441
H 4.07096 -1.12884 -1.17019
H 3.16119 2.89200 -2.81152
H 4.59633 1.82141 -2.85632
H 3.24787 0.11020 -4.08331
H 1.83159 1.15953 -3.99778
H 3.23599 1.65330 -4.95564
H -0.41360 1.32262 0.27184
H 0.63367 2.63114 0.85291

What are the DFT total energy values for these records? In order: -320.8321, -688.0624, -1388.4808, -349.6977, -1304.9089 a.u..
What are the relative energy (zero: lowest compared OMol25 entry of this formula, charge and spin) values for these records? In order: 134.5, 405.3, 368.5, 63.2, 173.9 kJ/mol.